Entry 1:
The following is a quantum chemistry calculation of C18H19N3O2 in the gas phase, from the OMol25 dataset.

The SMILES is c1ccc(-c2ccc(OCCOCCn3cncn3)cc2)cc1. The calculation puts the highest occupied orbital energy at -8.32 eV. The energy relative to the best compared isomer or geometry (same formula, charge and spin) is 2.714 eV. For the HOMO-LUMO gap, the calculation gives 0.3275 Ha. As for the largest force on an atom: 0.9 eV/Å. The net charge is 0.

Last column: Mulliken charge in e.
Geometry (Å):
C: -4.72 -5.54 -0.09  -0.425
C: -4.09 -5.47 -1.32  -0.560
C: -3.24 -4.42 -1.61  -0.453
C: -3.00 -3.42 -0.66  0.405
C: -2.09 -2.31 -0.97  0.180
C: -1.20 -1.83 -0.02  -0.955
C: -0.34 -0.78 -0.29  -0.272
C: -0.36 -0.17 -1.54  0.720
O: 0.44 0.86 -1.94  -0.438
C: 1.28 1.49 -1.01  -0.442
C: 0.49 2.45 -0.09  -0.479
O: 1.30 3.28 0.71  -0.363
C: 1.95 2.67 1.80  -0.420
C: 3.45 2.43 1.54  -0.601
N: 4.15 3.68 1.47  0.740
C: 4.10 4.65 0.53  0.135
N: 4.87 5.65 0.88  -0.636
C: 5.38 5.26 2.06  -0.155
N: 4.97 4.08 2.46  -1.051
C: -1.26 -0.64 -2.50  -0.612
C: -2.10 -1.69 -2.22  -0.565
C: -3.64 -3.50 0.57  -0.485
C: -4.49 -4.55 0.86  -0.540
H: -5.39 -6.36 0.14  0.369
H: -4.27 -6.24 -2.06  0.373
H: -2.74 -4.38 -2.56  0.453
H: -1.15 -2.31 0.95  0.475
H: 0.34 -0.46 0.48  0.373
H: 1.98 2.08 -1.62  0.254
H: 1.85 0.76 -0.43  0.295
H: -0.09 3.13 -0.72  0.274
H: -0.20 1.87 0.53  0.438
H: 1.47 1.71 2.06  0.310
H: 1.85 3.35 2.65  0.408
H: 3.88 1.87 2.37  0.310
H: 3.60 1.89 0.61  0.369
H: 3.51 4.58 -0.35  0.397
H: 6.06 5.86 2.63  0.425
H: -1.27 -0.16 -3.46  0.446
H: -2.80 -2.03 -2.97  0.463
H: -3.48 -2.73 1.31  0.464
H: -4.98 -4.60 1.82  0.374

---

Entry 2:
The following is a quantum chemistry calculation of C18H19N3O2S2 in the gas phase, from the OMol25 dataset.

The SMILES is Cc1nc(N2CCC3(CC2)OCCO3)c2c(-c3cccs3)csc2n1. The calculation puts the highest occupied orbital energy at -7.84 eV. The energy relative to the best compared isomer or geometry (same formula, charge and spin) is 3.634 eV. For the HOMO-LUMO gap, the calculation gives 0.2970 Ha. As for the largest force on an atom: 5.1 eV/Å. The net charge is 0.

Last column: Mulliken charge in e.
Geometry (Å):
C: 1.38 -1.20 5.32  -1.022
C: 1.81 -1.22 3.96  0.395
N: 1.20 -0.39 3.20  -0.484
C: 1.42 -0.31 1.90  -0.189
N: 0.56 0.49 1.16  0.597
C: -0.89 0.43 1.61  -0.705
C: -1.63 0.96 0.45  -1.123
C: -1.23 2.34 -0.15  1.520
C: 0.32 2.52 -0.24  -0.964
C: 1.01 1.91 1.00  -0.826
O: -1.94 3.26 0.75  -0.457
C: -3.08 3.74 0.03  -0.585
C: -3.14 3.05 -1.31  -0.503
O: -1.79 2.60 -1.49  -0.526
C: 2.40 -1.20 1.36  0.274
C: 2.99 -1.48 0.12  1.266
C: 2.84 -0.80 -1.20  0.175
C: 1.65 -0.24 -1.67  -0.868
C: 1.80 0.10 -3.08  -0.655
C: 3.03 -0.23 -3.63  -0.356
S: 4.17 -0.66 -2.45  -0.151
C: 3.92 -2.53 0.08  -0.914
S: 4.01 -3.29 1.59  -0.213
C: 3.02 -2.01 2.36  -0.564
N: 2.58 -2.17 3.61  -0.540
H: 0.42 -0.58 5.36  0.252
H: 2.19 -0.67 5.88  0.215
H: 1.13 -2.20 5.64  0.352
H: -1.10 1.06 2.54  0.317
H: -1.18 -0.64 1.76  0.379
H: -1.54 0.26 -0.35  0.340
H: -2.64 0.98 0.82  0.386
H: 0.70 1.95 -1.16  0.022
H: 0.60 3.49 -0.27  0.582
H: 0.82 2.50 1.94  0.372
H: 2.11 1.71 0.94  0.491
H: -3.03 4.80 -0.15  0.338
H: -3.93 3.60 0.63  0.330
H: -3.47 3.78 -2.02  0.371
H: -3.85 2.26 -1.17  0.306
H: 0.71 -0.21 -1.27  1.002
H: 1.04 0.55 -3.71  0.423
H: 3.32 -0.17 -4.69  0.410
H: 4.55 -2.87 -0.70  0.529

---

Entry 3:
The following is a quantum chemistry calculation of C18H19N3O3S in the gas phase, from the OMol25 dataset.

The SMILES is N#Cc1cccc(S(=O)(=O)NCC(=O)NCCCc2ccccc2)c1. The calculation puts the highest occupied orbital energy at -9.29 eV. The energy relative to the best compared isomer or geometry (same formula, charge and spin) is 2.310 eV. For the HOMO-LUMO gap, the calculation gives 0.3381 Ha. As for the largest force on an atom: 1.0 eV/Å. The net charge is 0.

Last column: Mulliken charge in e.
Geometry (Å):
N: 1.73 1.93 3.97  -0.537
C: 2.13 1.18 3.20  -0.023
C: 2.58 0.26 2.23  0.413
C: 2.57 -1.11 2.50  -0.565
C: 2.98 -2.00 1.52  -0.726
C: 3.36 -1.55 0.27  -0.393
C: 3.35 -0.19 0.02  0.155
S: 3.69 0.39 -1.65  1.327
O: 4.03 1.78 -1.59  -0.685
O: 4.58 -0.53 -2.29  -0.713
N: 2.22 0.29 -2.44  -0.320
C: 1.22 1.20 -1.96  -1.471
C: 0.48 0.61 -0.75  0.937
O: 0.51 -0.58 -0.51  -0.619
N: -0.17 1.51 0.01  0.026
C: -0.98 1.14 1.15  -0.442
C: -2.37 1.76 1.08  -0.917
C: -3.11 1.42 -0.22  -1.153
C: -3.12 -0.05 -0.51  0.501
C: -3.74 -0.94 0.36  -0.239
C: -3.72 -2.30 0.10  -0.644
C: -3.08 -2.79 -1.02  -0.483
C: -2.47 -1.91 -1.90  -0.578
C: -2.49 -0.55 -1.65  -0.144
C: 2.98 0.73 0.97  -0.243
H: 2.25 -1.45 3.47  0.487
H: 2.98 -3.06 1.74  0.424
H: 3.66 -2.22 -0.51  0.473
H: 1.89 -0.67 -2.47  0.364
H: 0.49 1.39 -2.76  0.342
H: 1.73 2.13 -1.71  0.551
H: -0.13 2.49 -0.23  0.303
H: -1.04 0.05 1.14  0.401
H: -0.48 1.46 2.07  0.130
H: -2.94 1.39 1.94  0.411
H: -2.30 2.85 1.18  0.455
H: -4.14 1.78 -0.13  0.412
H: -2.64 1.95 -1.05  0.353
H: -4.24 -0.57 1.24  0.365
H: -4.20 -2.98 0.79  0.395
H: -3.06 -3.85 -1.22  0.391
H: -1.98 -2.28 -2.79  0.387
H: -2.02 0.13 -2.34  0.355
H: 3.01 1.78 0.74  0.534

---

Entry 4:
The following is a quantum chemistry calculation of C18H19N3O3S in the gas phase, from the OMol25 dataset.

The SMILES is CCOc1ccc(NC(=O)CSc2nccn2Cc2ccco2)cc1. The calculation puts the highest occupied orbital energy at -7.81 eV. The energy relative to the best compared isomer or geometry (same formula, charge and spin) is 2.853 eV. For the HOMO-LUMO gap, the calculation gives 0.3118 Ha. As for the largest force on an atom: 1.0 eV/Å. The net charge is 0.

Last column: Mulliken charge in e.
Geometry (Å):
C: 4.59 -3.79 0.91  -0.975
C: 3.59 -4.87 0.49  -0.434
O: 2.71 -4.43 -0.53  -0.463
C: 1.69 -3.59 -0.22  0.690
C: 1.31 -3.19 1.06  -0.345
C: 0.23 -2.35 1.24  -0.846
C: -0.50 -1.89 0.15  0.498
N: -1.57 -1.02 0.41  -0.074
C: -2.19 -0.19 -0.46  0.241
O: -2.03 -0.17 -1.66  -0.651
C: -3.14 0.78 0.22  -0.862
S: -2.22 1.85 1.41  -0.259
C: -0.61 1.71 0.74  0.479
N: 0.38 1.12 1.37  -0.491
C: 1.45 1.20 0.54  -0.771
C: 1.09 1.86 -0.60  -0.210
N: -0.22 2.20 -0.47  0.354
C: -1.03 2.86 -1.47  -0.681
C: -1.86 3.95 -0.87  0.349
C: -1.52 5.04 -0.13  -0.457
C: -2.73 5.71 0.17  -0.421
C: -3.71 4.98 -0.42  -0.574
O: -3.19 3.91 -1.05  -0.288
C: -0.13 -2.29 -1.13  -0.361
C: 0.94 -3.13 -1.31  -0.820
H: 5.16 -3.45 0.05  0.299
H: 4.07 -2.93 1.33  0.295
H: 5.27 -4.19 1.66  0.350
H: 3.03 -5.24 1.36  0.332
H: 4.13 -5.71 0.04  0.315
H: 1.85 -3.53 1.93  0.345
H: -0.04 -2.03 2.24  0.307
H: -1.73 -0.85 1.39  0.257
H: -3.90 0.26 0.81  0.543
H: -3.62 1.42 -0.52  0.465
H: 2.39 0.78 0.82  0.453
H: 1.65 2.10 -1.49  0.421
H: -1.68 2.14 -1.96  0.182
H: -0.34 3.27 -2.22  0.494
H: -0.53 5.33 0.18  0.505
H: -2.84 6.61 0.74  0.445
H: -4.77 5.11 -0.46  0.481
H: -0.69 -1.93 -1.98  0.473
H: 1.24 -3.44 -2.30  0.412

---

Entry 5:
The following is a quantum chemistry calculation of C18H19N3O4 in the gas phase, from the OMol25 dataset.

The SMILES is O=C(NCC(=O)N1CCN(C(=O)c2ccco2)CC1)c1ccccc1. The calculation puts the highest occupied orbital energy at -9.19 eV. The energy relative to the best compared isomer or geometry (same formula, charge and spin) is 2.297 eV. For the HOMO-LUMO gap, the calculation gives 0.3568 Ha. As for the largest force on an atom: 1.4 eV/Å. The net charge is 0.

Last column: Mulliken charge in e.
Geometry (Å):
O: 3.03 2.17 2.48  -0.670
C: 3.10 0.95 2.52  0.382
N: 2.16 0.16 1.95  -0.111
C: 1.13 0.73 1.11  -0.896
C: 0.88 -0.21 -0.06  0.930
O: 1.43 -1.29 -0.13  -0.732
N: 0.01 0.23 -0.99  0.228
C: -0.73 1.48 -0.91  -0.471
C: -1.55 1.68 -2.17  -1.282
N: -2.45 0.56 -2.38  0.180
C: -3.77 0.82 -2.58  0.311
O: -4.18 1.97 -2.65  -0.730
C: -4.71 -0.30 -2.71  0.480
C: -6.06 -0.18 -2.97  -0.460
C: -6.58 -1.48 -3.00  -0.475
C: -5.52 -2.31 -2.76  -0.486
O: -4.39 -1.61 -2.58  -0.260
C: -1.86 -0.76 -2.23  -0.298
C: -0.34 -0.64 -2.10  -1.269
C: 4.19 0.23 3.22  0.353
C: 4.04 -1.05 3.74  -0.297
C: 5.09 -1.67 4.40  -0.623
C: 6.30 -1.01 4.53  -0.365
C: 6.46 0.27 4.03  -0.511
C: 5.41 0.88 3.38  -0.427
H: 2.34 -0.81 1.75  0.327
H: 0.20 0.87 1.68  0.153
H: 1.46 1.72 0.77  0.416
H: -1.39 1.46 -0.04  0.366
H: -0.03 2.32 -0.80  0.478
H: -0.90 1.81 -3.04  0.280
H: -2.18 2.57 -2.08  0.474
H: -6.58 0.75 -3.12  0.541
H: -7.59 -1.77 -3.18  0.454
H: -5.45 -3.38 -2.69  0.465
H: -2.10 -1.38 -3.09  0.485
H: -2.26 -1.25 -1.33  0.333
H: 0.09 -1.62 -1.89  0.433
H: 0.09 -0.27 -3.03  0.312
H: 3.09 -1.57 3.67  0.421
H: 4.96 -2.66 4.81  0.380
H: 7.12 -1.50 5.04  0.378
H: 7.40 0.78 4.14  0.384
H: 5.51 1.89 2.99  0.420